No. 1
# C5H3F

A single C5H3F molecule (wB97M-V/def2-TZVPD, the OMol25 dataset).

Output
SMILES: C#CC#CCF
Strongest force on any atom in eV/Å: 9.3
Energy above the lowest of the compared OMol25 structures with the same formula, charge and spin in kcal/mol: 41.6
LUMO in eV: -0.08

Each line ends with the natural charge from an NBO analysis.
Atoms and positions in Å:
C 2.13 -0.29 0.08  0.013
C 0.57 -0.32 -0.17  0.037
C -0.70 -0.08 -0.55  -0.099
C -2.03 0.05 -0.26  -0.096
C -3.22 0.44 0.11  -0.167
H 2.28 -0.46 1.19  0.196
H 2.51 -1.12 -0.45  0.193
H -4.19 0.88 0.24  0.249
F 2.65 0.91 -0.20  -0.326


No. 2
# C5H9NS

A single C5H9NS molecule (wB97M-V/def2-TZVPD, the OMol25 dataset).

Output
SMILES: N[C@@H]1[C@@H]2CCS[C@@H]12
Strongest force on any atom in eV/Å: 2.9
Energy above the lowest of the compared OMol25 structures with the same formula, charge and spin in kcal/mol: 78.2
LUMO in eV: 0.98

Each line ends with the natural charge from an NBO analysis.
Atoms and positions in Å:
C -1.35 -0.56 0.56  -0.006
C -0.18 0.26 0.69  -0.233
C 0.79 1.24 -0.01  -0.397
C 2.07 0.34 -0.22  -0.551
C -0.08 -1.04 -0.10  -0.431
H -2.74 -1.32 -0.85  0.377
H -3.05 0.26 -0.33  0.374
H -1.63 -0.97 1.57  0.195
H 0.19 -0.05 1.66  0.205
H 0.94 2.18 0.50  0.222
H 0.44 1.41 -0.97  0.213
H 2.40 0.38 -1.29  0.214
H 3.04 0.51 0.42  0.228
H -0.18 -0.82 -1.21  0.212
N -2.30 -0.40 -0.47  -0.851
S 1.65 -1.41 0.06  0.231


No. 3
# C36H50CaF6N3O3SSbSi4

A molecular structure, C36H50CaF6N3O3SSbSi4 (wB97M-V/def2-TZVPD, the OMol25 dataset).

Output
Strongest force on any atom in eV/Å: 3.3
Charge: -1
Energy above the lowest of the compared OMol25 structures with the same formula, charge and spin in kcal/mol: 58.6
Spin multiplicity: 2
LUMO (spin up / spin down) in eV: 2.05 / 1.37

Each line ends with the Mulliken spin population.
Atoms and positions in Å:
Ca -0.64 -0.54 0.15  0.062
C -0.19 -3.04 4.11  0.002
O -1.56 -2.99 3.80  0.000
C -2.11 -1.72 3.73  -0.002
C -3.25 -1.50 4.47  0.002
C -3.92 -0.28 4.44  0.000
C -3.43 0.72 3.64  0.002
C -2.29 0.53 2.85  -0.004
C -1.96 1.55 1.91  0.006
N -1.10 1.38 0.97  -0.012
N -1.00 2.35 0.03  0.017
C -0.29 1.98 -1.01  0.028
O 0.37 0.89 -1.11  0.073
C -0.31 2.96 -2.12  0.010
C 0.57 2.81 -3.19  -0.009
C 0.57 3.74 -4.22  0.001
C -0.30 4.81 -4.20  -0.001
C -1.20 4.95 -3.15  0.001
C -1.21 4.02 -2.13  -0.001
C -1.57 -0.71 2.87  0.008
O -0.52 -0.93 2.16  -0.080
H 0.11 -4.08 4.00  0.000
H -0.02 -2.70 5.14  0.000
H 0.39 -2.41 3.43  0.000
H -3.63 -2.33 5.06  0.000
H -4.82 -0.14 5.02  0.000
H -3.94 1.67 3.57  0.000
H -2.53 2.49 1.95  -0.001
H 1.25 1.97 -3.18  0.009
H 1.26 3.63 -5.05  0.000
H -0.29 5.53 -5.00  0.000
H -1.88 5.78 -3.14  0.000
H -1.91 4.10 -1.31  0.000
N 0.52 -2.70 -0.14  0.049
S 1.37 -3.60 -1.07  -0.001
C 0.38 -4.97 -1.80  0.001
C 1.06 -5.87 -2.61  0.000
C 0.36 -6.88 -3.24  0.000
C -1.01 -7.00 -3.05  0.000
C -1.68 -6.11 -2.23  0.000
C -0.98 -5.09 -1.60  -0.001
C 2.35 -4.80 -0.09  -0.007
C 3.74 -4.72 -0.12  0.007
C 4.50 -5.62 0.59  0.000
C 3.89 -6.61 1.34  0.000
C 2.50 -6.69 1.37  0.000
C 1.74 -5.79 0.65  -0.001
H 0.01 -3.18 0.59  -0.001
H 2.13 -5.76 -2.74  0.000
H 0.88 -7.57 -3.89  0.000
H -1.54 -7.80 -3.55  0.000
H -2.74 -6.19 -2.09  0.000
H -1.50 -4.39 -0.97  0.001
H 4.21 -3.92 -0.68  0.000
H 5.58 -5.55 0.57  0.000
H 4.48 -7.31 1.91  0.000
H 2.01 -7.46 1.96  0.000
H 0.66 -5.86 0.67  0.000
F -2.29 -0.25 -1.28  0.000
Sb -3.49 -1.66 -0.78  -0.002
F -4.76 -0.98 -2.02  0.000
F -2.24 -2.47 0.42  0.002
F -4.62 -3.15 -0.35  0.000
F -4.21 -0.58 0.60  0.000
F -2.72 -2.67 -2.24  0.000
C 2.95 -2.77 2.34  -0.008
Si 3.58 -1.01 1.89  0.082
C 5.49 -1.20 2.11  0.069
C 2.99 0.08 3.36  0.017
Si 2.85 0.04 -0.17  0.430
Si 3.44 2.35 0.09  0.057
C 5.33 2.45 0.50  0.055
C 2.52 3.13 1.59  0.004
C 3.24 3.64 -1.32  -0.004
Si 3.94 -0.70 -2.20  0.102
C 5.85 -0.84 -1.96  0.063
C 3.72 0.58 -3.63  0.007
C 3.49 -2.33 -3.14  -0.011
H 2.81 -2.89 3.41  -0.001
H 3.63 -3.54 2.01  0.003
H 1.99 -2.94 1.86  0.005
H 5.76 -1.67 3.05  0.007
H 5.99 -0.23 2.08  -0.008
H 5.92 -1.79 1.31  -0.004
H 3.07 -0.43 4.31  0.000
H 1.94 0.33 3.20  -0.007
H 3.55 1.00 3.43  0.002
H 5.57 1.82 1.36  -0.008
H 5.67 3.46 0.74  0.002
H 5.93 2.09 -0.33  -0.005
H 3.06 2.99 2.52  0.003
H 1.54 2.65 1.69  0.000
H 2.35 4.20 1.47  -0.001
H 3.75 3.34 -2.23  0.000
H 3.64 4.62 -1.04  0.001
H 2.19 3.77 -1.56  0.000
H 6.25 0.10 -1.58  -0.013
H 6.39 -1.08 -2.87  0.005
H 6.11 -1.60 -1.23  -0.002
H 3.91 1.59 -3.29  -0.001
H 2.70 0.53 -4.00  -0.001
H 4.38 0.38 -4.47  0.001
H 3.74 -3.22 -2.57  0.001
H 4.01 -2.40 -4.09  0.001
H 2.43 -2.37 -3.34  0.000


No. 4
# C3H3N3S

2 unconnected molecules or ions with the total composition C3H3N3S (wB97M-V/def2-TZVPD, the OMol25 dataset).

Output
Strongest force on any atom in eV/Å: 8.2
Energy above the lowest of the compared OMol25 structures with the same formula, charge and spin in kcal/mol: 125.0
LUMO in eV: -1.88

Each line ends with the natural charge from an NBO analysis.
Atoms and positions in Å:
C 0.80 -0.34 0.16  0.306
C -1.51 0.49 -0.15  -0.002
C -0.57 -0.34 0.81  -0.170
H 2.73 -0.85 0.12  0.373
H 1.15 1.18 -1.51  0.338
H -2.62 0.91 0.04  0.238
N 1.77 -0.91 0.63  -0.550
N 0.30 0.06 -1.24  -0.406
N -0.89 0.70 -1.19  -0.229
S -1.17 -0.90 2.34  0.101


No. 5
# C39H30NO26S

7 unconnected molecules or ions with the total composition C39H30NO26S (wB97M-V/def2-TZVPD, the OMol25 dataset).

Output
Strongest force on any atom in eV/Å: 5.1
Charge: -1
LUMO in eV: -0.50

Each line ends with the Mulliken charge.
Atoms and positions in Å:
C 0.89 1.91 0.47  -0.580
N 0.15 2.41 -0.72  0.020
S 0.27 4.10 -0.92  -0.260
C -1.24 1.90 -0.78  -0.082
C -2.25 2.51 0.27  0.694
O -1.94 3.15 1.30  -0.620
O -3.50 2.27 0.04  -0.804
H 1.91 1.55 0.12  0.232
H 1.06 2.71 1.23  0.137
H 0.40 1.01 0.91  0.249
H -0.06 4.60 0.33  0.079
H -1.19 0.80 -0.57  -0.096
H -1.63 2.01 -1.83  0.125
C -5.59 -0.59 -1.50  -1.230
C -6.53 -1.49 -1.79  0.625
C -6.20 -2.80 -2.43  0.881
O -7.10 -3.60 -2.66  -0.645
C -4.80 -3.07 -2.75  -0.876
C -3.85 -2.18 -2.46  0.141
C -4.18 -0.88 -1.80  0.815
O -3.29 -0.10 -1.54  -0.247
O -2.56 -2.39 -2.74  -0.601
O -7.84 -1.25 -1.53  -0.590
H -5.81 0.36 -1.04  0.649
H -4.58 -4.02 -3.22  0.436
H -2.09 -1.59 -2.43  0.268
H -8.31 -2.05 -1.83  0.330
C 3.29 -3.21 -1.29  -0.828
C 2.54 -2.23 -1.82  0.295
C 1.10 -2.06 -1.44  1.139
O 0.47 -1.15 -1.94  -0.652
C 0.52 -3.01 -0.50  -0.582
C 1.27 -3.98 0.03  -0.136
C 2.71 -4.14 -0.33  0.930
O 3.37 -5.03 0.19  -0.740
O 0.76 -4.87 0.90  -0.619
O 3.04 -1.36 -2.71  -0.623
H 4.33 -3.34 -1.55  0.637
H -0.52 -2.89 -0.25  0.525
H 1.50 -5.47 1.13  0.346
H 2.31 -0.76 -2.93  0.354
C 2.99 -8.04 -1.73  -0.824
C 2.23 -7.97 -2.83  0.337
C 2.47 -8.86 -4.00  0.879
O 1.74 -8.77 -4.97  -0.623
C 3.59 -9.80 -3.94  -0.971
C 4.35 -9.87 -2.84  0.381
C 4.10 -9.00 -1.65  0.926
O 4.81 -9.11 -0.67  -0.615
O 5.39 -10.72 -2.76  -0.567
O 1.22 -7.10 -2.92  -0.508
H 2.83 -7.41 -0.87  0.464
H 3.77 -10.42 -4.80  0.409
H 5.77 -10.58 -1.87  0.354
H 0.82 -7.24 -3.80  0.349
C 8.00 -1.79 1.61  -0.833
C 6.73 -1.97 1.23  0.310
C 5.85 -0.81 0.89  0.927
O 4.70 -1.02 0.53  -0.481
C 6.40 0.53 1.00  -1.097
C 7.67 0.71 1.38  0.444
C 8.56 -0.44 1.70  0.999
O 9.72 -0.23 2.03  -0.620
O 8.21 1.94 1.50  -0.569
O 6.19 -3.20 1.14  -0.538
H 8.65 -2.62 1.86  0.432
H 5.75 1.36 0.77  0.462
H 9.13 1.80 1.79  0.344
H 5.27 -3.06 0.85  0.184
C -7.00 6.55 1.73  -1.034
C -7.78 6.66 0.65  0.372
C -7.61 5.77 -0.54  0.997
O -8.36 5.91 -1.50  -0.673
C -6.55 4.78 -0.51  -0.836
C -5.75 4.66 0.57  -0.010
C -5.94 5.54 1.77  0.948
O -5.22 5.39 2.74  -0.624
O -4.77 3.76 0.61  -0.154
O -8.76 7.58 0.58  -0.594
H -7.12 7.19 2.59  0.410
H -6.42 4.16 -1.39  0.523
H -4.34 3.86 1.48  0.261
H -9.17 7.46 -0.30  0.346
C 0.86 7.75 4.39  -0.979
C 0.17 7.85 3.25  0.332
C -0.68 6.73 2.74  0.917
O -1.31 6.87 1.71  -0.626
C -0.71 5.49 3.51  -0.772
C -0.02 5.38 4.65  0.368
C 0.81 6.51 5.17  0.830
O 1.41 6.38 6.22  -0.647
O -0.03 4.25 5.38  -0.583
O 0.20 8.97 2.50  -0.577
H 1.47 8.55 4.76  0.401
H -1.31 4.67 3.12  0.658
H 0.55 4.43 6.15  0.342
H -0.38 8.79 1.74  0.353


No. 6
# C18H22N5O4S2V

A molecular structure, C18H22N5O4S2V (wB97M-V/def2-TZVPD, the OMol25 dataset).

Output
Strongest force on any atom in eV/Å: 2.1
Charge: +1
Energy above the lowest of the compared OMol25 structures with the same formula, charge and spin in kcal/mol: 0.0
Spin multiplicity: 4
LUMO (spin up / spin down) in eV: -2.70 / -3.41

Each line ends with the natural charge from an NBO analysis.
Atoms and positions in Å:
V -0.37 0.10 0.18  1.055
N 5.21 1.62 6.26  -0.783
C 4.18 1.75 5.38  0.211
C 2.86 1.48 5.77  -0.283
C 1.82 1.58 4.87  -0.150
C 2.08 1.95 3.55  -0.370
C 3.39 2.22 3.14  -0.175
C 4.42 2.11 4.04  -0.263
S 0.76 2.07 2.44  2.330
O 0.65 3.42 1.96  -0.931
O -0.38 1.44 3.06  -0.974
N 1.10 1.07 1.19  -1.010
C 1.68 1.42 -0.01  0.590
N 1.03 0.80 -1.03  -0.581
C 1.48 0.97 -2.28  0.113
C 2.57 1.77 -2.53  -0.332
C 3.16 2.38 -1.42  0.139
N 2.74 2.22 -0.17  -0.465
H 5.03 1.48 7.24  0.397
H 6.13 1.94 6.02  0.396
H 2.66 1.20 6.80  0.219
H 0.80 1.37 5.18  0.242
H 3.58 2.51 2.11  0.248
H 5.44 2.32 3.73  0.216
H 0.95 0.46 -3.07  0.219
H 2.94 1.91 -3.53  0.250
H 4.01 3.03 -1.55  0.217
O -2.14 -1.42 -1.81  -0.380
C -1.51 -0.88 -1.04  0.508
S -3.46 3.00 1.36  0.580
C -2.38 3.85 0.35  -0.414
C -1.51 3.00 -0.22  -0.021
N -1.68 1.67 0.15  -0.529
C -2.70 1.55 0.98  -0.150
H -2.43 4.92 0.25  0.272
H -0.71 3.27 -0.89  0.232
H -3.02 0.61 1.39  0.236
C 0.24 -1.96 3.03  -0.655
C 0.07 -2.55 1.65  -0.059
O 0.71 -1.75 0.62  -0.586
C 2.15 -1.93 0.57  -0.059
C 2.56 -2.44 -0.79  -0.629
H -0.33 -2.56 3.75  0.235
H -0.12 -0.93 3.09  0.235
H 1.28 -1.97 3.34  0.224
H -0.98 -2.61 1.37  0.185
H 0.48 -3.56 1.59  0.199
H 2.42 -2.64 1.35  0.195
H 2.61 -0.98 0.81  0.198
H 2.10 -3.41 -1.00  0.221
H 3.65 -2.57 -0.82  0.233
H 2.28 -1.74 -1.58  0.205